# 1
184
Properties=species:S:1:pos:R:3:lowdin_charge:R:1 method="wB97M-V/def2-TZVPD" charge=-1 e_homo_ev=-6.375 e_lumo_ev=2.06 homo_lumo_gap_ev=8.43
O 14.377 -5.352 -13.484 -0.18
O 19.566 -4.743 -13.006 0.07
O 24.488 2.542 -16.030 -0.17
O 23.341 -1.512 -20.823 -0.19
O 21.258 -4.354 -14.533 0.21
O 20.017 -1.120 -15.721 -0.10
O 21.914 -5.224 -21.889 -0.21
O 15.386 -3.126 -12.804 -0.19
O 26.919 -5.070 -22.600 -0.18
O 17.588 -0.855 -17.218 -0.08
O 17.971 -4.705 -15.529 0.15
O 23.774 -2.515 -17.808 0.10
O 22.229 -9.421 -14.627 -0.20
O 24.236 -5.501 -17.652 0.10
O 19.943 -4.518 -16.465 0.21
O 21.967 -3.115 -16.516 0.22
O 22.190 -5.405 -16.432 0.20
O 25.098 -10.104 -18.258 -0.21
O 25.986 -0.989 -13.723 -0.20
N 22.035 0.134 -17.456 0.06
N 26.648 -4.019 -19.011 0.07
N 21.217 -6.866 -12.063 0.06
N 12.583 -3.323 -13.488 0.05
N 22.458 1.190 -21.086 0.02
N 27.171 -3.486 -14.414 0.05
N 15.250 -4.856 -10.881 0.06
N 26.554 -7.831 -17.707 0.04
N 20.456 -6.566 -18.641 0.09
C 22.058 -7.653 -13.107 -0.35
C 28.770 -4.564 -20.131 -0.08
C 25.070 -4.676 -13.765 -0.04
C 26.172 -0.055 -12.638 -0.09
C 21.369 -8.927 -13.625 -0.21
C 16.691 -3.379 -12.286 -0.19
C 12.485 -4.190 -14.570 -0.49
C 21.413 -6.323 -19.756 -0.43
C 19.979 -4.501 -14.160 -0.29
C 16.519 -4.177 -11.014 -0.43
C 23.443 -7.975 -12.442 -0.04
C 23.053 -3.366 -17.246 -0.29
C 21.440 -4.724 -23.205 -0.07
C 19.948 -0.570 -14.434 -0.29
C 25.518 -2.228 -13.207 -0.22
C 25.171 3.646 -16.504 -0.17
C 26.448 -8.817 -16.661 -0.43
C 23.910 -2.778 -21.044 -0.10
C 25.226 -9.673 -16.901 -0.19
C 19.160 -4.583 -15.442 -0.41
C 20.884 -5.526 -20.967 -0.22
C 23.796 1.834 -17.114 -0.16
C 15.280 -6.456 -13.756 -0.11
C 22.807 0.892 -16.480 -0.40
C 26.228 -8.143 -15.319 -0.05
C 23.471 -0.156 -15.496 -0.02
C 17.566 -5.243 -10.906 -0.10
C 15.571 -2.421 -14.039 -0.10
C 21.655 -10.409 -15.461 -0.11
C 27.286 -4.396 -20.282 -0.47
C 22.122 -1.148 -21.496 -0.17
C 18.485 -0.726 -13.984 -0.08
C 23.272 -4.915 -17.140 -0.27
C 20.231 0.651 -21.672 -0.03
C 13.719 -5.046 -14.798 -0.15
C 18.569 -2.026 -19.070 -0.08
C 25.725 -3.349 -14.190 -0.42
C 26.619 -5.433 -21.218 -0.16
C 22.007 -7.607 -20.261 -0.05
C 21.545 0.151 -20.935 -0.45
C 12.168 -3.253 -15.703 -0.08
C 26.213 -5.940 -23.412 -0.14
C 24.047 -11.037 -18.478 -0.11
C 17.400 -1.888 -18.173 -0.33
B 21.346 -4.317 -16.015 -0.96
H 25.880 4.037 -15.774 0.08
H 18.900 -1.077 -19.493 0.06
H 23.973 -3.122 -22.077 0.09
H 26.285 -5.535 -24.422 0.09
H 15.471 -5.833 -11.013 0.04
H 20.437 -5.705 -18.113 0.04
H 12.508 -2.507 -14.079 0.04
H 17.353 -2.523 -12.160 0.11
H 17.116 -4.071 -13.014 0.10
H 22.102 1.500 -15.914 0.13
H 24.181 -11.445 -19.480 0.09
H 29.111 -3.753 -19.488 0.07
H 24.351 -0.723 -15.797 0.07
H 13.014 -2.576 -15.829 0.08
H 22.403 -11.013 -15.976 0.06
H 11.632 -4.826 -14.333 0.14
H 16.213 -2.865 -14.801 0.08
H 22.687 1.435 -22.038 0.08
H 11.188 -2.789 -15.589 0.09
H 23.216 2.524 -17.728 0.13
H 21.045 -11.138 -14.928 0.08
H 25.922 -2.421 -12.213 0.13
H 25.298 -3.093 -15.160 0.12
H 18.048 -1.597 -14.473 0.05
H 14.354 -4.512 -15.505 0.11
H 18.308 -2.714 -19.874 0.08
H 27.091 -7.545 -15.026 0.08
H 20.787 -3.857 -23.109 0.07
H 27.123 -0.233 -12.136 0.08
H 24.509 4.472 -16.768 0.08
H 25.160 -5.888 -23.135 0.08
H 24.087 -11.850 -17.752 0.08
H 24.267 -9.228 -16.637 0.13
H 14.695 -7.314 -14.090 0.07
H 25.842 3.545 -17.358 0.08
H 25.845 -3.483 -19.308 0.02
H 22.206 -1.074 -22.580 0.12
H 22.461 -8.304 -19.557 0.06
H 26.426 -4.927 -18.628 0.04
H 22.767 -0.963 -15.293 0.06
H 22.782 -7.299 -20.963 0.08
H 15.910 -1.402 -13.855 0.08
H 23.220 -8.523 -11.526 0.07
H 21.035 -9.980 -16.249 0.09
H 19.882 1.536 -21.139 0.08
H 24.916 -2.834 -20.626 0.06
H 18.586 -4.867 -10.828 0.08
H 13.327 -5.886 -15.371 0.12
H 22.242 -5.674 -19.472 0.11
H 25.409 -0.299 -11.899 0.08
H 23.380 0.859 -20.841 0.07
H 25.963 -7.018 -17.615 0.03
H 15.275 -5.026 -9.886 0.07
H 26.716 -6.903 -23.332 0.09
H 24.543 1.198 -17.589 0.14
H 21.245 -9.637 -12.808 0.13
H 20.559 0.876 -22.687 0.07
H 23.668 0.330 -14.541 0.07
H 21.777 0.823 -18.148 0.06
H 21.502 -2.022 -21.294 0.11
H 21.707 -5.983 -12.060 0.05
H 11.609 -3.129 -13.301 0.08
H 22.140 -7.067 -14.022 0.11
H 21.453 0.032 -19.856 0.10
H 20.730 -5.391 -23.695 0.08
H 27.316 -3.408 -20.741 0.12
H 20.283 0.459 -14.300 0.11
H 26.001 -8.889 -14.558 0.08
H 25.482 -7.348 -15.339 0.06
H 18.461 -0.714 -12.894 0.07
H 14.609 -2.419 -14.551 0.05
H 19.451 -0.109 -21.717 0.06
H 17.879 0.126 -14.292 0.08
H 19.947 -6.024 -21.219 0.12
H 20.429 -8.631 -14.091 0.13
H 20.769 -0.733 -16.175 0.02
H 17.427 -5.958 -11.717 0.07
H 26.174 0.997 -12.923 0.09
H 22.205 -4.464 -23.937 0.08
H 20.496 -4.541 -20.710 0.11
H 22.703 -0.415 -17.979 0.06
H 23.015 -10.696 -18.404 0.07
H 15.910 -6.328 -14.636 0.08
H 19.380 -2.338 -18.411 0.07
H 26.984 -6.384 -20.831 0.13
H 20.993 -7.181 -18.046 0.06
H 20.367 -6.537 -12.497 0.02
H 16.490 -1.799 -18.767 0.10
H 28.936 -5.535 -19.666 0.07
H 27.490 -2.585 -14.743 0.06
H 25.095 -5.390 -14.588 0.05
H 27.408 -9.301 -16.842 0.14
H 16.812 -3.553 -10.169 0.13
H 25.413 -10.624 -16.401 0.13
H 17.432 -5.914 -10.058 0.08
H 24.059 -7.098 -12.245 0.05
H 24.458 -2.085 -12.998 0.12
H 24.117 -8.558 -13.070 0.05
H 25.466 -5.141 -12.862 0.08
H 27.371 -4.082 -15.204 0.06
H 24.010 -4.475 -13.608 0.07
H 18.506 -0.763 -16.953 0.04
H 23.311 -3.491 -20.478 0.08
H 17.182 -2.800 -17.617 0.10
H 21.175 -8.240 -20.570 0.09
H 15.834 -6.925 -12.942 0.07
H 29.373 -4.432 -21.029 0.08
H 12.129 -3.779 -16.656 0.08
H 26.037 -8.294 -18.441 0.05
H 25.546 -5.311 -21.067 0.11
H 20.630 -1.186 -13.848 0.11

# 2
101
Properties=species:S:1:pos:R:3:lowdin_charge:R:1 method="wB97M-V/def2-TZVPD" e_homo_ev=-8.549 e_lumo_ev=0.40 homo_lumo_gap_ev=8.95
O -1.442 -1.058 0.693 0.02
O 0.142 3.478 -2.785 -0.11
O 3.447 -0.525 5.192 -0.13
O -1.265 1.070 0.195 0.14
O -3.444 1.968 2.076 -0.19
O 2.098 1.718 -0.700 -0.15
O 0.315 -0.517 -0.473 -0.08
O 4.409 -1.584 1.012 -0.21
O 0.144 -3.143 0.128 0.16
O 2.163 -0.219 -4.565 -0.08
O -3.622 -0.128 -4.076 -0.16
O -3.863 -1.695 -0.286 -0.15
N -4.553 5.464 1.452 -0.03
N 2.822 -3.675 -0.106 0.02
N 1.604 -1.628 2.281 0.06
N -0.321 -1.569 -3.244 0.05
C 3.850 -1.475 -0.294 -0.22
C -0.726 -0.192 0.212 -0.71
C 3.019 -1.427 4.264 -0.24
C 4.917 -0.275 1.469 -0.02
C -3.870 4.179 1.159 -0.43
C 3.246 -2.920 -2.410 -0.03
C -2.987 1.192 3.135 -0.09
C -4.924 -1.921 0.630 -0.13
C -3.888 3.232 2.401 -0.26
C -0.873 2.500 -2.735 -0.13
C 1.934 2.545 0.472 -0.11
C -4.734 0.476 -3.340 -0.09
C 4.691 -0.891 5.716 -0.10
C 0.512 -1.050 4.252 -0.05
C -2.434 4.486 0.747 -0.07
C 2.405 0.512 -3.302 -0.07
C 1.820 -0.929 3.495 -0.46
C -1.676 -2.031 -5.132 -0.10
C -2.690 -0.709 -3.237 -0.25
C -1.469 -1.072 -4.093 -0.45
C 3.765 -2.905 -0.873 -0.39
H -0.242 -0.448 3.585 0.10
H -4.866 3.334 3.015 0.14
H 3.147 -3.875 -2.854 0.06
H -4.527 -2.792 1.156 0.08
H -5.929 -2.177 0.138 0.11
H -0.348 -1.208 -2.248 0.05
H -2.433 -0.219 -2.367 0.07
H -3.066 -1.591 0.173 -0.02
H 0.440 -0.485 5.181 0.07
H 1.813 1.405 -3.120 0.07
H 2.852 -2.264 4.950 0.14
H 2.301 -2.527 -2.750 0.05
H -2.960 -1.815 -2.812 0.16
H 0.077 -2.062 -0.136 0.14
H 1.022 3.087 -2.656 0.05
H -0.560 -3.572 -0.364 0.14
H 5.378 -0.467 2.342 0.03
H 0.552 -1.231 -3.661 0.03
H 3.825 -1.557 3.694 0.06
H -5.657 5.596 1.484 0.12
H 2.862 2.469 0.988 0.05
H -4.937 -1.107 1.298 0.05
H -2.115 3.559 0.256 0.05
H -4.015 1.251 3.804 0.15
H 4.847 -3.391 -0.988 0.17
H -5.652 0.746 -3.900 0.07
H 1.029 -3.316 -0.238 0.06
H 4.769 -1.645 6.589 0.13
H -2.113 -3.001 -4.856 0.08
H -1.026 -0.079 -4.209 0.13
H -0.263 1.662 -2.100 0.12
H 4.906 -0.185 6.504 0.09
H 2.392 -1.576 1.706 -0.01
H 5.483 -0.856 5.297 -0.02
H 0.391 -2.147 4.554 0.11
H 5.573 0.244 0.861 0.07
H 1.020 2.376 1.101 0.10
H -2.323 5.416 0.117 0.09
H -4.430 3.655 0.369 0.13
H 4.595 -1.110 -1.136 0.15
H -1.263 2.341 -3.556 -0.02
H 2.988 -0.817 -0.439 0.10
H 2.179 0.135 3.184 0.16
H -2.171 1.495 3.705 0.06
H 3.912 -2.439 -3.013 0.03
H -2.800 0.217 2.889 0.04
H 3.362 0.835 -3.249 0.07
H -1.681 4.645 1.614 0.11
H -1.819 2.733 -2.217 0.08
H -5.127 -0.326 -2.596 0.10
H 3.013 -4.575 -0.516 0.09
H 3.912 0.239 1.819 0.12
H -4.473 1.421 -2.665 0.11
H 2.986 -0.123 -4.960 0.03
H 1.964 3.568 0.210 0.06
H -2.282 -1.764 -6.052 0.10
H -3.404 3.754 3.245 0.12
H 0.933 -1.074 1.557 0.12
H 2.170 -0.095 -2.676 -0.05
H 1.375 1.084 -0.740 0.01
H -0.706 -2.330 -5.648 0.10
H -4.426 6.118 0.628 0.07
H 3.127 -3.502 0.944 0.15
H -2.108 1.050 0.434 0.01

# 3
73
Properties=species:S:1:pos:R:3:lowdin_charge:R:1 method="wB97M-V/def2-TZVPD" charge=+2 e_homo_ev="-14.423 / -14.423" s2=0.76 e_lumo_ev="-7.55 / -6.92" relative_energy_kj_mol=12.0 multiplicity=2 homo_lumo_gap_ev="6.87 / 7.50"
Te -0.730 -1.109 0.021 1.97
V 2.117 0.118 1.610 1.15
O 3.042 -0.844 3.604 -0.18
O 6.178 -2.551 3.418 0.18
O 4.513 -2.353 -0.304 0.18
O 1.659 2.023 1.029 -0.03
O 2.967 -1.335 0.957 -0.16
O -0.234 -0.266 4.767 0.20
O 0.936 0.293 2.946 -0.15
O 5.641 -0.495 2.719 0.12
N 0.785 0.227 0.203 -0.29
N 3.998 0.887 1.030 0.01
C -0.694 3.064 -2.897 -0.04
C -2.448 -0.034 -2.350 -0.28
C -0.072 2.161 -2.054 -0.03
C -4.140 0.651 2.948 -0.02
C 0.789 -0.271 4.174 -0.48
C 0.469 -2.570 -2.427 -0.08
C -0.989 4.598 -1.052 -0.03
C -2.800 -0.090 -3.693 0.01
C 5.346 -1.548 3.228 -0.47
C -1.974 0.917 1.957 -0.11
C -4.325 -0.534 2.252 -0.01
C 3.971 -1.928 3.719 -0.06
C -0.336 3.720 -0.209 0.00
C -1.165 4.270 -2.393 -0.03
C 2.096 -0.839 4.685 -0.04
C 4.073 -1.360 0.170 -0.53
C -3.349 -1.025 1.392 -0.33
C -0.691 -1.696 -2.840 -0.31
C -2.146 -0.904 -4.611 -0.22
C -1.084 -1.687 -4.167 0.01
C 4.611 0.049 -0.014 -0.07
C -2.966 1.377 2.806 -0.04
C -3.572 -2.291 0.607 -0.06
C -3.197 0.925 -1.465 -0.02
C -1.392 -0.864 -1.942 -0.36
C 0.813 1.589 0.182 -0.49
C -2.186 -0.263 1.261 -0.40
C 0.093 2.485 -0.705 -0.17
C -2.574 -0.952 -6.047 -0.02
H 3.941 1.866 0.767 0.13
H 0.326 1.236 -2.447 0.12
H 0.932 -3.013 -3.305 0.09
H -3.758 1.621 -2.084 0.10
H -0.169 3.971 0.830 0.13
H -4.463 -2.809 0.953 0.10
H -0.552 -2.311 -4.876 0.13
H -0.803 2.833 -3.948 0.12
H 4.576 0.793 1.873 0.10
H 5.696 0.049 0.044 0.15
H -1.713 -0.989 -6.713 0.09
H 1.898 -1.852 5.034 0.16
H -3.613 0.541 -4.034 0.13
H 1.251 -2.007 -1.907 0.06
H -1.345 5.546 -0.674 0.12
H -1.657 4.970 -3.054 0.12
H 3.623 -2.793 3.150 0.16
H 4.074 -2.222 4.764 0.16
H -2.744 -3.002 0.715 0.07
H -4.916 1.005 3.612 0.12
H -5.242 -1.096 2.376 0.13
H -3.706 -2.083 -0.458 0.08
H 0.154 -3.394 -1.782 0.08
H 4.312 0.408 -1.000 0.15
H -1.052 1.473 1.864 0.09
H -3.163 -1.853 -6.228 0.10
H -2.529 1.506 -0.829 0.07
H -2.817 2.292 3.363 0.12
H -3.912 0.411 -0.821 0.09
H 2.462 -0.234 5.515 0.16
H 7.065 -2.316 3.099 0.16
H -3.188 -0.094 -6.312 0.09

Let's list DFT total energy in order: -100414.3265, -53330.5415, -82921.2770 eV.